*P*
Below is a cluster of 2 separate species, C9H14S in total, with properties calculated with the ωB97M-V functional and the def2-TZVPD basis.

Each line ends with the natural charge from an NBO analysis.
Positions of all 24 atoms, in Å:
1 C 3.776 0.188 -1.351  -0.629
2 C 0.495 0.606 0.467  -0.222
3 C 1.381 0.581 -0.607  -0.220
4 C 0.853 0.805 1.784  -0.227
5 C 2.726 0.544 -0.288  0.023
6 C 2.212 0.870 2.133  -0.178
7 C 3.086 0.767 1.048  -0.211
8 H -0.589 0.531 0.331  0.160
9 H 1.022 0.499 -1.633  0.212
10 H 0.087 0.936 2.534  0.209
11 H 2.526 1.194 3.108  0.230
12 H 3.204 0.124 -2.284  0.214
13 H 4.354 -0.711 -1.068  0.236
14 H 4.112 0.863 1.402  0.222
15 H 4.412 1.062 -1.321  0.232
16 C -2.964 -1.428 -1.221  -0.625
17 C -3.472 -0.212 -1.997  -0.661
18 S -3.102 -0.961 0.489  0.715
19 H -3.489 -2.377 -1.484  0.310
20 H -1.927 -1.697 -1.529  0.298
21 H -2.810 0.655 -1.953  0.245
22 H -2.237 -1.844 0.995  0.155
23 H -4.499 0.089 -1.842  0.247
24 H -3.392 -0.434 -3.070  0.264

Properties
* expectation value of S²: 0.75
* gap between HOMO and LUMO (alpha / beta): 7.935 / 2.649 eV
* E_HOMO (alpha / beta): -0.4329 / -0.4315 Ha
* LUMO (alpha / beta): -3.844 / -9.094 eV
* total charge: +1
* spin multiplicity: 2


*Q*
Below is a cluster of 2 separate species, C9H14S in total, with properties calculated with the ωB97M-V functional and the def2-TZVPD basis.

Each line ends with the natural charge from an NBO analysis.
Positions of all 24 atoms, in Å:
1 C 2.003 3.802 0.247  -0.639
2 C 2.296 0.912 -2.210  -0.190
3 C 2.551 2.073 -1.480  -0.207
4 C 1.066 0.286 -2.038  -0.239
5 C 1.625 2.600 -0.570  0.012
6 C 0.148 0.807 -1.173  -0.225
7 C 0.386 1.973 -0.458  -0.234
8 H 3.033 0.400 -2.813  0.222
9 H 3.400 2.683 -1.758  0.218
10 H 0.818 -0.497 -2.748  0.212
11 H -0.815 0.302 -1.117  0.187
12 H 1.063 4.291 0.485  0.217
13 H 2.741 4.484 -0.186  0.230
14 H -0.440 2.459 0.051  0.210
15 H 2.557 3.535 1.145  0.228
16 C -1.076 -3.461 0.821  -0.839
17 C -2.449 -1.429 2.271  -0.853
18 S -2.619 -3.063 1.581  0.913
19 H -0.593 -4.251 1.413  0.308
20 H -1.338 -4.044 -0.070  0.297
21 H -0.504 -2.596 0.501  0.287
22 H -3.149 -0.640 2.007  0.308
23 H -1.455 -0.988 2.154  0.278
24 H -2.526 -1.551 3.359  0.298

Properties
* expectation value of S²: 0.75
* gap between HOMO and LUMO (alpha / beta): 7.990 / 2.859 eV
* E_HOMO (alpha / beta): -0.4160 / -0.4160 Ha
* LUMO (alpha / beta): -3.332 / -8.461 eV
* total charge: +1
* spin multiplicity: 2


Which structure is the least stable? The one labeled *P*.